Record 1
121
Properties=species:S:1:pos:R:3:forces:R:3:lowdin_charge:R:1 method="wB97M-V/def2-TZVPD" total_charge=+3 energy_ha=-3573.0912 homo_lumo_gap_ha=0.0425
Cl -0.29360 -7.35893 3.92133 0.7 -1.1 0.9 0.57
C -0.73305 -5.66014 3.94726 2.6 0.4 0.6 -0.50
C -0.13771 -4.52270 4.99782 -2.9 -1.9 -2.8 -0.45
O 0.72300 -3.82972 4.46925 0.8 1.0 0.7 -0.02
N -1.02085 -4.16418 5.93099 1.6 2.6 0.9 0.05
H 0.98738 -2.04755 4.20073 -2.6 2.3 1.2 0.19
H -1.55353 -4.84281 6.43685 -0.3 -0.3 -0.1 0.15
C -0.81386 -2.79632 6.54377 0.0 0.1 0.4 -0.04
H -1.79230 -5.78930 3.90325 -0.7 1.3 -0.2 0.04
H 5.73264 -4.45230 3.75615 -0.1 0.0 0.0 -0.03
H -0.11586 -5.32608 3.10261 -1.4 0.4 -0.2 0.05
H 0.27059 -2.58112 6.63133 -0.6 -0.3 -0.1 0.08
H -1.21574 -2.75622 7.57676 0.0 -0.2 -0.8 0.10
H -1.26229 -1.94982 5.94102 0.3 -1.3 0.5 0.10
C 2.61783 -6.41390 -2.43723 0.0 0.3 -1.9 0.01
C 3.93134 -6.05778 -1.78134 -0.7 -0.9 1.0 -0.38
O 4.69404 -6.77190 -1.19190 -1.0 1.7 -1.3 0.20
N 4.07997 -4.55403 -1.76781 -1.7 1.8 -2.0 0.04
H 3.79100 -4.09408 -2.74684 0.6 -1.7 2.3 0.16
H 3.29145 -4.19769 -1.15680 1.3 -0.4 -0.4 0.21
C 5.39258 -4.00994 -1.45860 2.0 -2.8 1.8 -0.02
H 2.37151 -7.37870 -2.03692 -0.5 -0.4 -0.1 0.09
H 2.79742 -6.49297 -3.56638 0.0 -0.2 1.5 0.13
H 1.75022 -5.67848 -2.42362 1.4 -0.8 0.7 0.10
H 5.37625 -2.97557 -1.48737 0.0 1.9 -0.3 0.02
H 6.15005 -4.47785 -2.11963 -0.6 0.5 0.1 0.13
H 5.69903 -4.35363 -0.43624 -0.4 0.3 -0.8 0.13
C 2.13142 7.47783 1.75363 0.6 0.5 -0.1 0.01
C 1.36400 7.62452 0.44911 0.6 1.3 1.8 -0.56
O 0.62906 8.53715 0.19845 -0.5 0.1 -0.1 0.13
N 1.53126 6.55974 -0.37615 -0.3 -2.4 -1.6 -0.07
H 2.45939 6.26468 -0.68065 -0.2 0.7 1.3 0.09
H 1.20037 5.04839 0.55017 0.2 0.8 -0.4 0.07
C 0.76335 6.51280 -1.61953 0.8 1.2 -0.7 -0.05
H 3.10346 7.01492 1.57689 0.1 -0.1 -0.1 0.07
H 1.59104 6.80435 2.41846 -0.2 0.2 0.1 0.07
H 2.34058 8.44945 2.22789 -0.5 -0.4 -0.2 0.10
H 1.19037 5.68331 -2.16192 0.1 -0.1 -0.5 0.07
H 0.95744 7.48031 -2.13712 -0.5 -0.8 -0.1 0.11
H -0.29198 6.31871 -1.55714 -0.4 0.2 0.6 0.09
C 2.84314 -1.11477 3.24601 0.1 0.4 -2.0 0.03
C 1.62806 -0.40516 3.66443 -1.7 1.3 0.5 -0.41
O 0.60174 -0.97843 4.28334 3.7 -3.4 -2.0 0.09
N 1.54848 0.88486 3.42929 -0.2 0.1 0.1 0.06
H 5.74484 5.32588 -1.12166 0.0 3.5 -0.2 0.11
H 2.44746 1.38975 3.21187 -1.7 -0.7 0.1 0.19
C 0.21436 1.62764 3.56681 1.3 -0.5 -0.5 0.01
H 2.65186 -2.10932 2.74194 0.2 1.1 0.7 0.13
H 3.45544 -1.19033 4.09961 1.0 -0.7 1.1 0.10
H 3.35443 -0.38662 2.55439 -0.2 -1.2 0.4 0.11
H -0.57578 0.99410 3.07251 0.9 0.6 0.8 0.10
H 0.37933 2.50840 2.88748 -0.5 -0.6 1.5 0.07
H 0.04313 1.76214 4.66922 -0.1 0.4 -1.3 0.12
C 6.66512 0.66871 -2.06383 -1.3 0.8 -0.3 0.02
C 5.25677 0.05983 -2.24203 2.5 0.5 0.7 -0.54
O 5.00981 -1.05681 -1.80122 -0.9 0.0 -0.3 0.00
N 4.47828 0.81062 -3.01871 -1.5 -1.4 -0.2 0.03
H 4.70148 1.75500 -3.11731 0.6 1.4 -0.3 0.12
H 4.59047 -2.43450 -4.71941 2.9 3.8 -3.5 0.08
C 3.11175 0.42988 -3.33129 0.6 -0.7 1.3 -0.03
H 6.62916 1.72155 -1.74736 -0.3 -0.1 -0.2 0.07
H 7.06543 0.68216 -3.09149 0.6 -0.4 0.7 0.10
H 7.19163 0.18757 -1.25689 0.5 -0.6 -0.4 0.08
H 2.47190 0.75068 -2.52391 -0.4 -0.3 0.5 0.07
H 3.09849 -0.66922 -3.42305 -0.3 0.7 -0.1 0.07
H 2.76272 0.96176 -4.16881 -0.2 0.2 -1.4 0.08
C -5.13951 3.52699 3.83522 -0.6 -0.5 -1.0 0.00
C -5.31226 3.88721 2.37481 -0.4 -3.8 -0.1 -0.54
O -5.53836 2.90658 1.58880 0.5 2.5 0.9 -0.05
N -5.22944 5.15642 2.02883 -0.1 1.9 -1.0 0.02
H -5.10125 5.95280 2.72717 -0.3 -2.0 -1.4 0.19
H 0.68715 1.43880 0.17517 0.1 1.0 2.4 0.09
C -5.57426 5.53153 0.61736 1.1 2.2 1.3 -0.04
H -6.10003 3.06854 4.17108 0.9 0.5 0.0 0.11
H -4.84372 4.39365 4.34374 -0.1 1.2 1.4 0.05
H -4.30568 2.84066 3.93652 -0.1 -0.4 -0.1 0.07
H -6.58964 5.91329 0.61326 -0.2 -0.2 -0.3 0.08
H -5.41807 4.74963 -0.09803 0.0 -0.6 0.1 0.06
H -4.90503 6.39953 0.35044 -0.7 -0.9 0.1 0.10
C -3.03681 -4.15098 -2.61098 -0.2 0.4 -2.1 0.01
C -3.65310 -2.89039 -3.29116 -0.3 -0.4 1.7 -0.45
O -4.64516 -2.34100 -2.70514 2.1 -0.6 -2.0 -0.05
N -3.00661 -2.47400 -4.40409 -0.9 0.4 0.1 0.03
H -3.45088 -1.71491 -4.93429 0.5 -0.5 0.4 0.16
H -6.42199 -6.63322 1.64362 0.0 0.0 0.0 0.06
C -1.67310 -2.95328 -4.81946 -0.1 -0.2 0.2 -0.06
H -2.81621 -4.97644 -3.34116 -0.5 0.8 0.5 0.10
H -3.79819 -4.46256 -1.92790 0.1 -0.3 0.8 0.07
H -2.05831 -3.89304 -2.21582 -0.2 0.1 0.7 0.07
H -1.04316 -3.07286 -3.93754 0.1 0.5 0.0 0.06
H -1.23338 -2.22400 -5.50537 -0.1 -0.2 0.2 0.09
H -1.63176 -3.95098 -5.28055 -0.6 0.4 -0.2 0.09
C -7.62131 -1.89002 -2.16703 0.1 -0.9 0.9 0.03
C -7.03171 -0.57718 -1.98217 1.3 -2.8 2.6 -0.42
O -7.19941 0.41232 -2.49368 -0.6 4.5 -2.4 0.26
N -5.94183 -0.60461 -0.79899 0.2 -1.5 0.3 0.06
H -6.43134 -0.90397 0.07008 0.3 0.0 -0.9 0.18
H -5.28582 -1.37587 -1.06400 -0.6 0.3 -0.1 0.13
C -5.16712 0.59825 -0.43495 0.7 0.7 -2.1 -0.01
H -7.43807 -2.49310 -1.27482 0.4 -0.4 -0.5 0.10
H -7.19971 -2.29106 -3.08666 -0.2 -0.4 0.1 0.11
H -8.68409 -1.80316 -2.15831 -0.9 0.2 -0.7 0.11
H -5.27582 1.43627 -1.17091 -0.5 -0.8 0.7 0.12
H -4.10237 0.36967 -0.44587 -0.1 -0.2 0.2 0.09
H -5.50455 0.83463 0.52167 -0.2 1.2 1.4 0.05
N 2.87147 -3.09026 -4.64388 -1.1 2.0 -1.5 -0.40
O 2.24918 -3.90833 -4.06301 -0.5 -1.3 0.9 0.10
O 2.44213 -2.32657 -5.48946 1.9 -0.9 1.1 0.16
O 4.19157 -2.99623 -4.16374 -3.3 -3.3 2.4 0.15
N -0.26895 0.02323 -0.51590 -1.7 -3.8 2.6 -0.42
O 0.61250 1.01598 -0.64897 -0.1 -0.4 -2.7 0.16
O -0.38645 -0.52644 0.63654 0.7 2.2 -2.6 0.03
O -0.84187 -0.38650 -1.49209 1.0 1.2 0.4 0.13
N 4.41570 4.07595 -0.83364 2.5 -2.6 1.3 -0.48
O 4.30462 2.95489 -0.41849 -0.4 -0.4 -0.3 0.12
O 3.62210 4.90263 -0.95457 -3.3 2.6 -0.6 0.13
O 5.66997 4.41480 -1.13419 1.7 -3.6 -0.3 0.19
N -0.36976 4.46354 1.42688 -0.5 -0.9 0.8 -0.46
O 0.85973 4.17753 0.89012 -0.3 0.0 0.1 0.08
O -1.01009 3.47671 1.67313 -0.3 -0.9 -0.4 0.06
O -0.69672 5.57114 1.69192 0.6 1.2 -0.5 0.16

---

Record 2
14
Properties=species:S:1:pos:R:3:forces:R:3:nbo_charge:R:1 method="wB97M-V/def2-TZVPD" e_above_lowest_kj_mol=261.7 energy_ha=-299.9310 homo_lumo_gap_ha=0.3572
H -1.87042 3.37931 0.87154 -0.9 -1.7 0.7 0.35
N -2.26636 2.42632 0.63669 1.0 1.2 -0.5 -0.78
C -1.44376 1.45646 0.86097 -1.1 2.4 -0.7 0.27
N -1.52885 0.39153 0.01701 1.2 -1.4 1.3 -0.86
H -0.71449 1.59895 1.67112 0.4 -1.0 -0.6 0.17
H -2.35773 0.50798 -0.64854 1.9 -1.0 1.2 0.44
H -0.84058 -0.40665 0.28554 -2.5 1.4 -1.3 0.41
H 2.15359 -0.68322 1.20739 1.9 -0.1 0.6 0.34
N 2.23887 -1.48808 0.58179 -1.7 0.3 1.4 -0.66
C 1.76808 -0.95220 -0.46035 0.9 -3.0 -2.2 0.24
N 1.22975 -1.80167 -1.50338 -1.0 5.0 0.3 -0.89
H 2.17581 0.02097 -0.70560 -1.5 1.0 -0.3 0.18
H 1.53013 -2.73677 -1.47097 -0.6 -1.3 0.3 0.40
H 0.26382 -1.40277 -1.73898 2.1 -1.8 -0.1 0.40